DFT (wB97M-V/def2-TZVPD) results for 2 unconnected molecules or ions with the total composition C2HBr2ClF2 at a distorted geometry.

The geometry in XYZ format:
```
8
Properties=species:S:1:pos:R:3:nbo_charge:R:1
C -0.211 0.644 -0.345 0.08
C 3.667 0.250 -0.469 0.07
F -0.584 1.413 -1.472 -0.34
F 3.838 0.487 -1.780 -0.35
Cl 1.190 -0.150 -0.602 0.14
Br 4.130 -1.466 0.038 0.12
Br 4.252 1.746 0.560 0.08
H -0.435 0.881 0.772 0.20
```

Its HOMO energy (alpha / beta) is -8.58 / -8.62 eV. The energy comes out at -5884.59217 Eh. Its spin multiplicity is 1. For the HOMO-LUMO gap (alpha / beta), the calculation gives 8.448 / 7.916 eV. The calculation puts the LUMO energy (alpha / beta) at -0.13 / -0.70 eV.

DFT (wB97M-V/def2-TZVPD) results for 2 unconnected molecules or ions with the total composition C2HBr2FO at a distorted geometry.

The geometry in XYZ format:
```
7
Properties=species:S:1:pos:R:3:nbo_charge:R:1
C 0.991 0.250 0.093 0.24
C -0.125 -0.639 0.121 0.23
O 1.488 0.714 1.089 -0.48
F -0.819 -0.611 1.298 -0.31
Br -2.476 1.793 -0.624 0.01
Br -0.499 -2.033 -0.988 0.17
H 1.439 0.527 -0.988 0.13
```

Its HOMO energy (alpha / beta) is -10.45 / -9.14 eV. The energy comes out at -5399.81822 Eh. Its spin multiplicity is 1. For the HOMO-LUMO gap (alpha / beta), the calculation gives 8.917 / 5.229 eV. The calculation puts the LUMO energy (alpha / beta) at -1.54 / -3.91 eV.

DFT (wB97M-V/def2-TZVPD) results for a molecular structure, C2HBr2N3 at a distorted geometry.

The geometry in XYZ format:
```
8
Properties=species:S:1:pos:R:3:nbo_charge:R:1
C 1.080 -0.019 -0.336 0.13
C -0.712 -0.002 -0.224 -0.17
N 1.441 -0.018 0.851 -0.30
N -0.756 -0.009 1.181 -0.19
N 0.326 -0.023 1.726 0.06
Br -1.544 -1.576 -0.976 0.13
Br -1.421 1.647 -0.956 0.12
H 1.587 0.000 -1.266 0.22
```

Its HOMO energy is -10.46 eV. The energy comes out at -5388.99577 Eh. Its spin multiplicity is 1. For the HOMO-LUMO gap, the calculation gives 9.334 eV. The calculation puts the LUMO energy at -1.13 eV.

DFT (wB97M-V/def2-TZVPD) results for 2 unconnected molecules or ions with the total composition C2HBr3S.

The geometry in XYZ format:
```
7
Properties=species:S:1:pos:R:3:nbo_charge:R:1
Br 2.335 1.094 1.808 -0.03
S 3.178 0.503 -0.114 0.06
Br 1.766 1.237 -1.603 -0.03
C -2.362 -0.141 0.017 -0.24
C -1.535 -1.007 -0.014 -0.20
Br -0.288 -2.293 -0.172 0.20
H -3.094 0.607 0.079 0.24
```

Its HOMO energy is -9.18 eV. The energy comes out at -8196.94758 Eh. Its structure (SMILES) is BrSBr.C#CBr. Its spin multiplicity is 1. For the HOMO-LUMO gap, the calculation gives 8.280 eV. The calculation puts the LUMO energy at -0.90 eV.

DFT (wB97M-V/def2-TZVPD) results for a molecular structure, C2HBr4ClO2S at a distorted geometry.

The geometry in XYZ format:
```
11
Properties=species:S:1:pos:R:3:nbo_charge:R:1
C 0.309 -1.093 -0.589 -0.40
C -0.498 -0.223 0.182 -0.52
O 1.321 1.158 1.484 -0.86
O 0.836 1.644 -0.943 -0.89
S 0.392 1.404 0.413 2.04
Cl -1.033 2.719 0.931 -0.13
Br -0.644 -2.914 -0.986 0.00
Br 1.978 -1.500 0.189 0.15
Br -1.921 0.349 -0.927 0.14
Br -1.136 -0.658 1.906 0.18
H 0.396 -0.886 -1.661 0.29
```

Its HOMO energy is -10.28 eV. The energy comes out at -11381.65894 Eh. Its spin multiplicity is 1. For the HOMO-LUMO gap, the calculation gives 9.134 eV. The calculation puts the LUMO energy at -1.15 eV.

DFT (wB97M-V/def2-TZVPD) results for 2 unconnected molecules or ions with the total composition C2HBrN2O2 at a distorted geometry.

The geometry in XYZ format:
```
8
Properties=species:S:1:pos:R:3:nbo_charge:R:1
C 0.278 -0.556 1.356 0.16
C -0.174 -0.473 0.014 -0.07
N 0.634 -0.613 2.441 -0.18
N -0.250 0.888 -0.554 0.47
O 0.773 1.528 -0.517 -0.33
O -1.257 1.212 -1.115 -0.34
Br -1.630 -1.382 -0.638 0.29
H 1.628 -0.604 -0.987 0.00
```

Its HOMO energy (alpha / beta) is -9.53 / -11.41 eV. The energy comes out at -2910.50392 Eh. Its spin multiplicity is 3. For the HOMO-LUMO gap (alpha / beta), the calculation gives 9.165 / 7.585 eV. The calculation puts the LUMO energy (alpha / beta) at -0.36 / -3.82 eV. As for the expectation value of S²: 2.013.

DFT (wB97M-V/def2-TZVPD) results for a molecular structure, C2HBrNO3 at a distorted geometry.

The geometry in XYZ format:
```
8
Properties=species:S:1:pos:R:3:nbo_charge:R:1
C -1.800 0.128 -1.730 1.06
C 1.334 0.309 1.324 0.06
N 0.530 0.453 0.434 0.04
O -1.964 -1.016 -1.852 -0.55
O -1.873 1.288 -1.845 -0.57
O -0.377 0.003 -0.270 -0.55
Br 1.907 -1.953 2.168 -0.71
H 2.245 0.787 1.770 0.23
```

Its HOMO energy is -3.92 eV. The total charge is -1. The energy comes out at -2931.30371 Eh. Its spin multiplicity is 1. For the HOMO-LUMO gap, the calculation gives 7.443 eV. The calculation puts the LUMO energy at 3.52 eV.

DFT (wB97M-V/def2-TZVPD) results for 2 unconnected molecules or ions with the total composition C2HBrS at a distorted geometry.

The geometry in XYZ format:
```
5
Properties=species:S:1:pos:R:3:nbo_charge:R:1
C -0.477 -0.856 -0.311 -0.37
C -0.600 -1.786 -1.085 0.05
S -0.959 0.390 0.994 0.20
Br 2.370 0.949 0.032 -0.01
H -0.333 1.303 0.370 0.13
```

Its HOMO energy (alpha / beta) is -10.43 / -10.52 eV. The energy comes out at -3048.75458 Eh. Its spin multiplicity is 1. For the HOMO-LUMO gap (alpha / beta), the calculation gives 7.124 / 6.553 eV. The calculation puts the LUMO energy (alpha / beta) at -3.31 / -3.96 eV.

DFT (wB97M-V/def2-TZVPD) results for 2 unconnected molecules or ions with the total composition C2HCl2N3 at a distorted geometry.

The geometry in XYZ format:
```
8
Properties=species:S:1:pos:R:3:nbo_charge:R:1
C -1.252 -1.312 -0.625 0.14
C 0.369 1.862 0.326 0.03
N -0.636 -1.410 -1.576 -0.31
N 1.041 0.866 0.348 -0.01
N 1.797 0.022 0.795 -0.47
Cl -2.271 -1.435 0.628 0.16
Cl -1.198 2.126 -0.130 0.09
H 2.151 -0.719 0.234 0.37
```

Its HOMO energy is -8.86 eV. The energy comes out at -1161.30106 Eh. Its spin multiplicity is 1. For the HOMO-LUMO gap, the calculation gives 8.639 eV. The calculation puts the LUMO energy at -0.22 eV.

DFT (wB97M-V/def2-TZVPD) results for a single C2HCl2N3 molecule at a distorted geometry.

The geometry in XYZ format:
```
8
Properties=species:S:1:pos:R:3:nbo_charge:R:1
C -1.026 -1.840 -0.120 0.19
C 0.515 1.424 -0.084 -0.02
N -0.156 -1.020 0.051 -0.33
N 1.424 0.504 0.007 -0.28
N 1.021 -0.734 0.024 0.04
Cl -2.365 -2.463 0.547 0.13
Cl 1.102 3.007 -0.085 0.08
H -0.514 1.122 -0.340 0.20
```

Its HOMO energy (alpha / beta) is -6.99 / -9.91 eV. The energy comes out at -1161.22325 Eh. Its spin multiplicity is 3. For the HOMO-LUMO gap (alpha / beta), the calculation gives 7.275 / 7.719 eV. The calculation puts the LUMO energy (alpha / beta) at 0.28 / -2.19 eV. As for the expectation value of S²: 2.031.

DFT (wB97M-V/def2-TZVPD) results for a molecular structure, C2HCl2NO at a distorted geometry.

The geometry in XYZ format:
```
7
Properties=species:S:1:pos:R:3:nbo_charge:R:1
C 1.040 0.257 1.129 0.85
C 0.283 -2.158 0.940 -0.22
N -0.018 0.276 0.581 -0.75
O 1.996 0.349 1.784 -0.50
Cl 1.859 -2.379 0.745 0.13
Cl -0.186 -2.432 2.510 0.07
H -0.623 -0.536 0.333 0.43
```

Its HOMO energy (alpha / beta) is -8.22 / -11.16 eV. The energy comes out at -1127.02132 Eh. Its spin multiplicity is 3. For the HOMO-LUMO gap (alpha / beta), the calculation gives 8.977 / 8.782 eV. The calculation puts the LUMO energy (alpha / beta) at 0.75 / -2.38 eV. As for the expectation value of S²: 2.007.

DFT (wB97M-V/def2-TZVPD) results for 2 unconnected molecules or ions with the total composition C2HCl2NO2 at a distorted geometry.

The geometry in XYZ format:
```
8
Properties=species:S:1:pos:R:3:nbo_charge:R:1
C 2.316 -0.977 1.213 0.18
C 1.779 -1.048 2.504 0.16
N 2.707 -0.940 0.137 -0.27
O 0.915 -2.129 4.213 -0.01
O 1.492 -2.170 3.030 -0.18
Cl 0.166 0.916 -0.042 -0.26
Cl 1.413 0.434 3.197 0.13
H 0.916 0.388 -0.830 0.26
```

Its HOMO energy (alpha / beta) is -8.58 / -11.61 eV. The energy comes out at -1202.18501 Eh. Its spin multiplicity is 3. For the HOMO-LUMO gap (alpha / beta), the calculation gives 9.051 / 8.283 eV. The calculation puts the LUMO energy (alpha / beta) at 0.47 / -3.33 eV. As for the expectation value of S²: 2.015.